# 1
The following is a DFT calculation (wB97M-V/def2-TZVPD) of a cluster of 2 separate species, C4H14N in total.

## Properties
Spin multiplicity   2
Strongest force on any atom   5.35 eV Å⁻¹
Electronic energy   -214.6721 hartree
Charge   +2

Structure (XYZ):
```
19
Properties=species:S:1:pos:R:3:forces:R:3
C 0.34058 -1.92001 -2.31737 -2.206 1.474 1.753
H 0.13701 -0.14527 1.08984 0.485 -0.924 -0.308
H 1.17571 2.60960 -0.00226 0.367 0.150 -0.130
H 0.58647 -0.83120 -2.23769 -0.269 -0.124 -1.335
H -0.54787 2.83472 -0.06861 0.908 -1.342 0.849
N 0.06287 0.24333 2.00792 4.160 3.121 -0.554
H 1.14956 -2.56652 -2.13900 1.070 -1.819 1.361
C -0.96360 -2.06706 -1.62883 3.941 -2.997 -1.124
H -1.51649 -2.99550 -2.11014 0.670 -0.309 0.272
H 0.66827 -0.14410 2.74367 0.088 -0.032 -0.532
H -0.45685 2.60736 2.23582 1.540 -3.259 -0.785
C 0.26563 2.09290 0.26367 -0.695 0.867 -2.685
H -0.82136 0.18190 2.29111 -4.885 -0.590 1.649
H -0.92872 -2.33444 -0.61493 -0.194 -1.266 1.654
H -1.64525 -1.39398 -1.82184 -3.163 4.213 -0.934
H 0.42340 -2.25258 -3.35304 0.101 0.561 -2.035
H 0.22573 1.26758 -0.50857 -0.073 0.346 1.098
H 1.31998 2.19755 2.21474 -1.888 -1.890 -1.063
C 0.32244 1.77109 1.72012 0.043 3.821 2.850
```
Positions in Å, forces in eV/Å.

Calculated atomic charges, method natural (NBO), unit e: number 1, C, carries -0.54; number 2, H, carries 0.42; number 3, H, carries 0.27; number 4, H, carries 0.33; number 5, H, carries 0.28; number 6, N, carries -0.66; number 7, H, carries 0.32; number 8, C, carries -0.52; number 9, H, carries 0.45; number 10, H, carries 0.47; number 11, H, carries 0.29; number 12, C, carries -0.69; number 13, H, carries 0.43; number 14, H, carries 0.29; number 15, H, carries 0.24; number 16, H, carries 0.43; number 17, H, carries 0.19; number 18, H, carries 0.28; number 19, C, carries -0.29

# 2
The following is a DFT calculation (wB97M-V/def2-TZVPD) of a cluster of 2 separate species, C7H10O in total.

## Properties
Strongest force on any atom   3.83 eV Å⁻¹
Electronic energy   -347.6742 hartree
Charge   0

Structure (XYZ):
```
18
Properties=species:S:1:pos:R:3:forces:R:3
C -0.29414 -0.68916 -1.70148 0.719 0.670 0.463
O -0.24886 1.37889 2.35586 0.931 3.488 -0.242
H 0.03495 -1.78154 2.38745 -0.009 -0.659 -0.362
H -1.75319 -2.06872 -1.04297 -0.421 0.706 0.012
H 2.16251 0.35506 -0.30753 1.369 -0.610 1.008
H -0.43821 3.34461 2.18886 0.474 0.821 0.596
H -1.38028 -2.13201 -2.67268 0.529 -1.569 -1.768
H 1.39041 1.80650 -0.70515 0.273 0.001 -0.227
H -1.75744 2.45145 1.47938 -2.704 -0.641 -1.167
C 0.59026 0.08667 -1.46655 -0.444 -0.917 -0.933
C -0.28106 0.18103 2.16719 -0.181 -3.813 0.337
C 0.39913 -0.90957 1.88097 -0.451 0.867 0.372
H -2.17906 -0.77286 -2.28838 -2.287 1.259 -0.131
H 2.42820 1.07115 -1.90039 1.046 0.016 -1.206
C -1.49637 -1.44502 -1.90913 1.152 -0.865 1.464
H 1.31122 -0.93343 1.29388 -0.037 0.000 -0.052
C -0.77570 2.45823 1.73394 1.967 -0.128 0.558
C 1.75305 0.85707 -1.13263 -1.926 1.374 1.280
```
Positions in Å, forces in eV/Å.

Calculated atomic charges, method natural (NBO), unit e: number 1, C, carries 0.00; number 2, O, carries -0.38; number 3, H, carries 0.22; number 4, H, carries 0.23; number 5, H, carries 0.22; number 6, H, carries 0.15; number 7, H, carries 0.23; number 8, H, carries 0.23; number 9, H, carries 0.15; number 10, C, carries -0.03; number 11, C, carries 0.41; number 12, C, carries -0.58; number 13, H, carries 0.23; number 14, H, carries 0.23; number 15, C, carries -0.68; number 16, H, carries 0.21; number 17, C, carries -0.18; number 18, C, carries -0.68

> The lowest charge belongs to which entry?

C7H10O